*A*
DFT (ωB97M-V/def2-TZVPD) results for a cluster of 2 separate species, C4H12N3 in total.

Output
Charge: +1
Lowest unoccupied orbital energy, hartree: -0.1131

Last column: Löwdin charge in e.
Cartesian coordinates (Å):
C 1.73 0.92 -0.68  -0.173
C 2.54 1.97 -0.87  0.071
N 0.57 0.99 0.17  0.109
H 1.96 -0.07 -1.07  0.120
H 3.40 1.96 -1.53  0.078
H 2.36 2.87 -0.28  0.073
H 0.51 0.14 0.83  0.103
H 0.60 1.88 0.75  0.188
H -0.28 0.92 -0.40  0.080
C -2.08 -0.96 0.06  -0.146
C -1.24 -1.82 0.71  -0.169
N -0.02 -1.45 1.33  -0.002
N -1.69 -0.03 -0.95  0.011
H -3.17 -0.99 0.28  0.121
H -1.58 -2.82 0.95  0.108
H 0.61 -2.25 1.47  0.122
H -0.34 -1.18 2.24  0.098
H -2.46 0.52 -1.22  0.080
H -1.41 -0.59 -1.78  0.130

---

*B*
DFT (ωB97M-V/def2-TZVPD) results for the ion C4H12N3 with charge +1.

Output
Charge: +1
Lowest unoccupied orbital energy, hartree: -0.1294

Last column: Löwdin charge in e.
Cartesian coordinates (Å):
N 3.15 -0.19 0.15  0.011
C 1.75 -0.15 0.53  -0.292
C 0.76 -0.58 -0.55  -0.158
C -0.64 -0.03 -0.54  -0.290
N -0.87 1.37 -0.75  0.083
C -1.57 -0.68 0.15  -0.029
N -2.80 0.02 0.55  0.198
H 3.41 0.63 -0.37  0.073
H 3.27 -1.04 -0.37  0.074
H 1.73 -0.82 1.41  0.120
H 1.44 0.82 0.95  0.113
H 0.72 -1.67 -0.57  0.123
H 1.24 -0.30 -1.50  0.127
H -0.68 1.71 -1.69  0.108
H -0.20 1.86 -0.16  0.096
H -1.41 -1.60 0.70  0.137
H -2.67 0.35 1.51  0.179
H -2.97 0.84 -0.05  0.156
H -3.65 -0.53 0.61  0.170

---

*B* ends up most stable, edging out the next structure by 86.5 kJ/mol.

---

*A*
DFT (ωB97M-V/def2-TZVPD) results for a cluster of 2 separate species, C5H14 in total.

Output
Charge: -1
Spin multiplicity: 2
⟨S²⟩: 0.750
Lowest unoccupied orbital energy (alpha / beta), hartree: 0.1518 / 0.1545

Last column: Löwdin charge in e.
Cartesian coordinates (Å):
C 1.18 -0.63 0.45  -0.389
C 2.07 0.18 1.37  -0.233
C 1.73 -1.93 -0.16  -0.213
H 0.24 -0.81 0.96  0.064
H 0.83 -0.06 -0.40  0.050
H 3.13 0.12 1.12  0.051
H 2.73 -2.20 0.14  0.041
H 1.08 -2.78 0.09  0.040
H 1.91 -0.12 2.41  0.050
H 1.70 1.21 1.46  0.031
H 1.67 -1.90 -1.25  0.039
C -1.93 0.83 -0.31  -0.398
C -2.90 1.50 -1.31  -0.307
H -0.99 1.35 -0.40  0.028
H -2.35 0.87 0.70  0.018
H -1.91 -0.26 -0.39  0.025
H -3.00 2.55 -1.06  0.036
H -2.43 1.51 -2.29  0.034
H -3.84 0.95 -1.35  0.034

---

*B*
DFT (ωB97M-V/def2-TZVPD) results for a cluster of 2 separate species, C5H14 in total.

Output
Charge: -1
Spin multiplicity: 2
⟨S²⟩: 0.750
Lowest unoccupied orbital energy (alpha / beta), hartree: 0.1558 / 0.1553

Last column: Löwdin charge in e.
Cartesian coordinates (Å):
C -0.45 -2.43 0.63  -0.239
C -0.10 -3.17 -0.68  -0.333
H -0.92 -1.41 0.33  0.055
H -1.29 -2.98 0.99  0.025
H 0.26 -2.41 1.40  0.024
H 0.36 -2.58 -1.65  0.065
H 0.76 -3.76 -0.46  0.006
H -0.92 -3.70 -1.13  0.020
C 0.30 1.73 0.57  -0.401
C 1.13 2.85 0.10  -0.313
C -0.86 1.24 -0.51  -0.305
H 1.11 0.81 0.66  0.110
H -0.09 1.97 1.63  0.093
H 1.47 2.66 -0.98  0.061
H -1.62 2.02 -0.58  0.010
H 2.02 2.95 0.81  0.069
H 0.60 3.79 -0.06  0.041
H -0.42 0.83 -1.49  0.037
H -1.42 0.42 -0.10  -0.026

---

*A* ends up most stable, edging out the next structure by 112.3 kJ/mol.

---

*A*
DFT (ωB97M-V/def2-TZVPD) results for a cluster of 2 separate species, C4H12OS2 in total.

Output
Lowest unoccupied orbital energy, hartree: 0.0183

Last column: Löwdin charge in e.
Cartesian coordinates (Å):
C 0.28 1.58 -0.32  -0.171
C 1.61 0.84 0.08  -0.562
S 1.60 -0.84 -0.43  0.803
C 0.21 -1.48 0.48  -0.797
S -1.49 -1.43 -0.25  0.722
C -1.12 -2.26 -1.78  -0.466
H -0.43 1.62 0.52  0.006
H -0.20 1.05 -1.17  0.048
H 0.51 2.61 -0.64  0.077
H 1.59 0.89 1.19  0.063
H 2.49 1.42 -0.26  0.079
H 0.20 -0.93 1.44  0.039
H 0.41 -2.55 0.71  0.037
H -2.07 -2.33 -2.33  0.033
H -0.68 -3.27 -1.69  0.046
H -0.43 -1.63 -2.37  0.018
O -0.45 2.28 2.16  -0.093
H -0.94 2.78 2.85  0.071
H -1.11 1.65 1.80  0.047

---

*B*
DFT (ωB97M-V/def2-TZVPD) results for a cluster of 2 separate species, C4H12OS2 in total.

Output
Lowest unoccupied orbital energy, hartree: 0.0243

Last column: Löwdin charge in e.
Cartesian coordinates (Å):
C 0.29 -2.91 -1.53  -0.124
C -0.45 -2.39 -0.31  -0.337
C 0.20 -1.20 0.38  -0.513
S 0.45 0.19 -0.84  0.455
S 0.63 1.79 0.41  0.429
C 2.42 1.97 0.63  -0.475
H -0.42 -3.27 -2.27  0.071
H 0.86 -2.13 -2.05  0.041
H 0.97 -3.71 -1.27  0.071
H -1.49 -2.16 -0.49  0.096
H -0.48 -3.19 0.44  0.106
H -0.40 -0.74 1.16  0.049
H 1.21 -1.41 0.69  0.066
H 2.81 2.90 0.22  0.027
H 2.63 1.99 1.69  0.019
H 2.93 1.12 0.20  0.019
O -4.28 0.89 1.50  -0.055
H -3.59 0.36 1.09  0.023
H -4.90 0.26 1.87  0.031

---

*C*
DFT (ωB97M-V/def2-TZVPD) results for a cluster of 2 separate species, C4H12OS2 in total.

Output
Lowest unoccupied orbital energy, hartree: 0.0172

Last column: Löwdin charge in e.
Cartesian coordinates (Å):
C 1.33 1.34 -1.32  -0.136
C 0.04 0.74 -1.84  -0.336
C -0.16 -0.70 -1.35  -0.502
S 0.09 -1.31 0.49  0.496
S -1.24 0.22 1.14  0.476
C -2.71 -0.80 1.50  -0.488
H 2.17 0.71 -1.70  0.085
H 1.53 2.34 -1.58  0.049
H 1.38 1.25 -0.21  0.065
H -0.73 1.51 -1.47  0.105
H -0.06 0.70 -2.92  0.104
H -1.00 -1.14 -1.76  0.041
H 0.73 -1.18 -1.69  0.031
H -3.54 -0.12 1.49  0.009
H -2.96 -1.63 0.78  0.054
H -2.64 -1.22 2.49  0.013
O 2.32 -0.19 2.92  -0.072
H 3.09 0.33 2.84  -0.005
H 2.36 -0.85 2.19  0.012

---

*B* ends up most stable, edging out the next structure by 69.9 kJ/mol.

---

*A*
DFT (ωB97M-V/def2-TZVPD) results for a cluster of 2 separate species, C10H16 in total.

Output
Charge: +1
Spin multiplicity: 2
⟨S²⟩: 0.768
Lowest unoccupied orbital energy (alpha / beta), hartree: -0.1632 / -0.3001

Last column: Löwdin charge in e.
Cartesian coordinates (Å):
C -0.89 -1.88 2.51  -0.142
C -1.65 -1.41 1.26  -0.151
H -0.55 -2.91 2.51  0.059
H 0.02 -1.28 2.49  0.051
H -1.47 -1.68 3.40  0.070
H -2.52 -2.03 1.06  0.070
H -1.05 -1.28 0.35  0.012
H -2.07 -0.43 1.51  0.070
C 0.50 2.34 -1.19  -0.170
C -0.15 3.18 -0.02  -0.027
C 0.62 0.89 -0.93  -0.138
C 1.73 0.31 -0.29  0.013
C -0.35 0.06 -1.57  0.047
C 1.94 -1.04 -0.34  0.029
C -0.10 -1.31 -1.79  -0.026
C 1.06 -1.80 -1.22  0.038
H 0.02 2.55 -2.14  0.128
H 1.50 2.76 -1.34  0.131
H 0.52 3.18 0.84  0.083
H 2.47 0.92 0.21  0.139
H -1.25 0.47 -2.01  0.147
H 2.58 -1.56 0.35  0.134
H -0.69 -1.99 -2.37  0.133
H 1.22 -2.88 -1.17  0.136
H -1.06 2.66 0.28  0.080
H -0.38 4.17 -0.40  0.087

---

*B*
DFT (ωB97M-V/def2-TZVPD) results for a cluster of 2 separate species, C10H16 in total.

Output
Charge: +1
Spin multiplicity: 2
⟨S²⟩: 0.770
Lowest unoccupied orbital energy (alpha / beta), hartree: -0.1699 / -0.3012

Last column: Löwdin charge in e.
Cartesian coordinates (Å):
C 0.70 -1.24 0.53  0.023
C 3.92 0.67 0.50  0.016
C 2.96 -0.29 0.72  0.017
C 3.52 1.82 -0.22  0.064
C 1.58 0.00 0.54  -0.113
C 2.16 2.05 -0.54  -0.014
C 1.18 1.24 -0.10  0.034
H 4.96 0.47 0.67  0.130
H 3.21 -1.24 1.17  0.133
H 4.25 2.39 -0.79  0.139
H 1.86 2.89 -1.15  0.134
H 0.79 -1.80 -0.40  0.129
H -0.30 -0.86 0.74  0.068
H 0.14 1.51 -0.07  0.111
H 1.09 -1.86 1.34  0.099
C -3.31 -0.22 -0.09  -0.319
C -2.36 0.25 -1.16  -0.120
C -3.13 -1.62 0.49  -0.110
H -4.31 -0.06 -0.49  0.101
H -3.25 0.44 0.79  0.103
H -1.99 -0.52 -1.85  0.080
H -2.90 0.95 -1.81  0.076
H -3.00 -2.34 -0.31  0.078
H -3.96 -1.93 1.13  0.075
H -1.44 0.77 -0.85  0.020
H -2.35 -1.46 1.23  0.048

---

*A* ends up most stable, edging out the next structure by 30.2 kJ/mol.